a) DFT (wB97M-V/def2-TZVPD) results for a cluster of 2 separate species, C2H3FNO2 in total.

As for the net charge: -1. The HOMO-LUMO gap comes out at 0.3539 hartree.

Each atom is followed by the atoms it is bonded to, with distances in Å.
Element x y z (Å)
1 O -1.05 1.15 0.17  C2 1.199
2 C -1.40 0.05 -0.14  O1 1.199, O3 1.192, F7 1.552
3 O -1.37 -0.70 -1.07  C2 1.192
4 H 0.96 -1.16 -0.94  N6 1.021
5 H 0.89 -0.17 1.18  C8 1.096
6 N 1.33 -0.21 -0.88  H4 1.021, C8 1.253
7 F -2.19 -0.61 1.03  C2 1.552
8 C 1.25 0.31 0.26  H5 1.096, N6 1.253, H9 1.085
9 H 1.59 1.33 0.38  C8 1.085

b) DFT (wB97M-V/def2-TZVPD) results for a cluster of 2 separate species, C2H3FNO2 in total.

As for the net charge: -1. The HOMO-LUMO gap comes out at 0.2296 hartree.

Each atom is followed by the atoms it is bonded to, with distances in Å.
Element x y z (Å)
1 C -2.40 0.83 -0.26  H2 1.174, F3 1.326
2 H -2.01 0.81 -1.37  C1 1.174
3 F -3.22 -0.20 -0.15  C1 1.326
4 C 2.01 -0.09 0.15  O5 1.195, O8 1.239, N9 1.518
5 O 2.65 -1.02 -0.22  C4 1.195
6 H 0.07 0.24 0.92  N9 0.996
7 H 0.09 -1.17 -0.02  N9 1.064
8 O 2.16 1.13 0.31  C4 1.239
9 N 0.64 -0.53 0.64  C4 1.518, H6 0.996, H7 1.064

b) is the least stable structure shown above.